29
Properties=species:S:1:pos:R:3:lowdin_charge:R:1 method="wB97M-V/def2-TZVPD" mol_weight_g_mol=160.2 lumo_energy_ev=-9.07 relative_energy_kj_mol=214.4 total_charge=+2 largest_force_ev_per_a=4.53
O -1.8205 -2.7413 0.6573 0.368
H -2.1739 -2.7313 1.5498 0.170
H -1.5484 -1.8340 0.5008 0.083
H -2.5605 -2.9650 0.0881 0.192
O -2.8979 1.5031 -0.1207 0.363
H -3.3169 1.5244 0.7428 0.177
H -1.9562 1.3439 -0.0226 0.112
H -3.3110 0.7770 -0.5936 0.179
O -0.9459 -0.1997 2.9908 0.355
H -0.7279 -0.1377 2.0580 0.060
H -1.5406 0.5158 3.2275 0.184
H -1.3988 -1.0372 3.1137 0.164
C 0.2373 -0.1946 -0.6365 -0.202
O -0.7227 -0.0920 0.3554 -0.418
H -0.0671 0.5304 -1.3913 0.066
H 1.1828 0.1637 -0.2293 0.068
H 0.3342 -1.2147 -1.0081 0.068
O 2.0115 2.5166 1.5677 -0.057
H 2.6919 2.4384 0.8990 -0.019
H 1.5372 1.6862 1.5257 -0.017
O 0.4390 2.4890 -3.7585 -0.032
H 0.3977 1.6128 -3.3755 0.000
H -0.3621 2.9194 -3.4601 0.027
O 1.8123 -3.6479 -0.5492 -0.052
H 1.9343 -3.0439 -1.2817 0.024
H 1.4990 -4.4565 -0.9544 0.039
O 3.6930 1.6168 -0.2977 -0.025
H 3.5288 0.6923 -0.4838 0.046
H 4.0514 1.9659 -1.1137 0.073



15
Properties=species:S:1:pos:R:3:lowdin_charge:R:1 method="wB97M-V/def2-TZVPD" mol_weight_g_mol=117.1 lumo_energy_ev=0.54 smiles="[H]/N=C(/N)CN(O)C=O" relative_energy_kj_mol=321.2 largest_force_ev_per_a=2.13
H -1.1381 1.2384 -2.1950 0.060
N -0.1581 1.2279 -1.9487 0.160
C 0.1082 0.9401 -0.7731 -0.505
N 1.4242 0.9939 -0.3600 0.092
C -0.7310 0.4390 0.3563 -0.080
N -0.3072 -0.8462 0.8386 -0.172
O 0.6882 -0.9163 1.7667 0.025
C -0.6828 -2.0077 0.2651 -0.288
O -1.4274 -2.1117 -0.7102 0.016
H 1.9767 1.4853 -1.0883 0.119
H 1.5702 1.4235 0.5437 0.092
H -1.7486 0.3493 0.0122 0.130
H -0.7334 1.0956 1.1662 0.116
H 1.3902 -0.4551 1.2867 0.083
H -0.2310 -2.8558 0.8399 0.152